one.
The following is a DFT calculation (ωB97M-V/def2-TZVPD) of a cluster of 13 separate species, C39H78O39 in total.

```
156
C39H78O39 (ωB97M-V/def2-TZVPD)
C 16.17 -18.82 -8.52
O 15.40 -17.62 -8.56
C 15.93 -16.52 -8.97
O 17.05 -16.48 -9.41
O 15.02 -15.53 -8.78
C 15.40 -14.29 -9.34
H 15.79 -19.29 -7.58
H 17.24 -18.54 -8.41
H 15.97 -19.32 -9.44
H 15.02 -13.46 -8.69
H 14.91 -14.31 -10.31
H 16.47 -14.21 -9.46
C 8.84 -19.85 -5.83
O 10.00 -20.71 -5.80
C 10.21 -21.66 -6.66
O 11.11 -22.46 -6.60
O 9.13 -21.72 -7.53
C 9.21 -22.74 -8.49
H 8.77 -19.24 -4.98
H 7.95 -20.43 -6.04
H 8.97 -19.27 -6.72
H 9.73 -22.43 -9.40
H 8.21 -23.07 -8.76
H 9.66 -23.62 -8.04
C 7.47 -20.47 -17.04
O 7.88 -19.63 -15.90
C 7.25 -18.47 -15.90
O 6.15 -18.20 -16.39
O 8.02 -17.54 -15.30
C 7.44 -16.26 -15.03
H 6.65 -21.11 -16.77
H 8.33 -21.08 -17.27
H 7.15 -19.86 -17.89
H 7.20 -15.84 -16.03
H 8.12 -15.60 -14.43
H 6.43 -16.31 -14.54
C 4.63 -16.29 -12.19
O 5.56 -15.28 -11.70
C 5.72 -15.33 -10.35
O 5.22 -16.19 -9.67
O 6.56 -14.37 -9.93
C 6.59 -14.39 -8.50
H 4.85 -17.22 -11.68
H 4.81 -16.40 -13.26
H 3.59 -16.00 -12.04
H 7.14 -13.51 -8.23
H 7.20 -15.25 -8.11
H 5.59 -14.29 -8.04
C 8.84 -23.04 -12.49
O 8.21 -24.23 -13.02
C 7.80 -24.17 -14.30
O 7.66 -23.12 -14.90
O 7.40 -25.38 -14.63
C 6.65 -25.59 -15.86
H 9.10 -22.53 -13.39
H 9.73 -23.48 -12.00
H 8.05 -22.53 -11.85
H 5.64 -25.24 -15.74
H 6.63 -26.65 -15.96
H 7.26 -25.19 -16.64
C 9.44 -16.02 -11.76
O 9.41 -14.63 -11.97
C 9.50 -13.78 -10.96
O 9.56 -14.03 -9.78
O 9.64 -12.53 -11.52
C 9.76 -11.45 -10.72
H 8.91 -16.32 -10.88
H 10.48 -16.21 -11.62
H 9.11 -16.51 -12.68
H 9.76 -10.46 -11.27
H 10.71 -11.39 -10.22
H 8.96 -11.29 -10.01
C 12.20 -26.90 -15.15
O 12.92 -25.62 -15.04
C 12.19 -24.54 -14.77
O 11.01 -24.51 -14.45
O 12.99 -23.50 -14.96
C 12.48 -22.22 -14.52
H 12.70 -27.40 -15.97
H 11.18 -26.65 -15.40
H 12.16 -27.44 -14.20
H 12.26 -22.20 -13.40
H 11.58 -21.95 -15.06
H 13.30 -21.48 -14.76
C 12.10 -18.42 -16.55
O 12.14 -19.87 -16.66
C 11.37 -20.42 -17.58
O 10.54 -19.87 -18.25
O 11.76 -21.64 -17.71
C 10.94 -22.38 -18.59
H 11.07 -18.11 -16.77
H 12.84 -17.96 -17.22
H 12.23 -18.07 -15.51
H 11.42 -23.36 -18.54
H 11.09 -21.90 -19.56
H 9.94 -22.44 -18.33
C 16.15 -16.56 -4.97
O 15.84 -17.83 -5.66
C 14.48 -18.10 -5.57
O 13.72 -17.34 -5.07
O 14.17 -19.26 -6.27
C 12.80 -19.57 -6.05
H 16.25 -15.79 -5.67
H 17.11 -16.76 -4.46
H 15.38 -16.35 -4.25
H 12.55 -19.58 -5.02
H 12.66 -20.57 -6.41
H 12.24 -18.83 -6.67
C 7.37 -19.17 -10.72
O 6.89 -19.37 -12.15
C 6.20 -20.55 -12.41
O 5.89 -21.37 -11.61
O 5.80 -20.48 -13.68
C 5.06 -21.62 -14.16
H 7.86 -18.22 -10.80
H 8.07 -19.97 -10.57
H 6.55 -19.05 -9.99
H 5.65 -22.59 -14.27
H 4.67 -21.25 -15.13
H 4.16 -21.80 -13.44
C 12.54 -19.74 -9.42
O 12.48 -19.05 -10.65
C 11.44 -19.45 -11.49
O 10.73 -20.35 -11.17
O 11.44 -18.67 -12.55
C 10.20 -18.89 -13.39
H 12.79 -20.83 -9.47
H 11.52 -19.76 -9.03
H 13.33 -19.23 -8.80
H 9.32 -18.81 -12.79
H 10.24 -19.90 -13.85
H 10.22 -18.01 -14.06
C 11.29 -13.62 -14.65
O 12.00 -14.87 -14.64
C 12.67 -15.19 -13.50
O 12.34 -14.80 -12.45
O 13.73 -16.03 -13.78
C 14.53 -16.38 -12.63
H 11.05 -13.37 -15.69
H 11.86 -12.83 -14.18
H 10.35 -13.75 -14.09
H 14.13 -17.20 -12.12
H 14.65 -15.51 -12.00
H 15.47 -16.72 -12.98
C 12.24 -16.17 -8.82
O 10.89 -16.64 -9.08
C 9.89 -16.27 -8.30
O 8.79 -16.76 -8.47
O 10.23 -15.41 -7.34
C 9.26 -14.92 -6.45
H 12.50 -16.19 -7.71
H 12.30 -15.09 -9.11
H 12.89 -16.79 -9.40
H 8.95 -13.95 -6.81
H 9.68 -14.96 -5.49
H 8.41 -15.62 -6.48
```

Results
Gap between HOMO and LUMO (Ha): 0.404
HOMO energy (eV): -10.47
LUMO energy (Ha): 0.0197


two.
The following is a DFT calculation (ωB97M-V/def2-TZVPD) of a cluster of 13 separate species, C39H78O39 in total.

```
156
C39H78O39 (ωB97M-V/def2-TZVPD)
C -1.08 -2.93 -0.35
O -1.79 -3.76 0.60
C -1.20 -4.90 0.89
O -0.08 -5.24 0.63
O -2.03 -5.65 1.61
C -1.68 -6.96 1.89
H -1.32 -1.90 -0.18
H -1.31 -3.36 -1.33
H -0.02 -3.18 -0.26
H -1.26 -7.45 1.01
H -2.49 -7.61 2.23
H -0.87 -7.01 2.63
C 7.53 0.61 2.90
O 6.25 0.05 3.12
C 5.19 0.83 2.89
O 5.16 2.02 2.73
O 4.15 0.03 2.74
C 2.84 0.56 2.55
H 7.68 1.55 3.44
H 7.67 0.76 1.83
H 8.31 -0.04 3.26
H 2.07 -0.17 2.79
H 2.73 0.78 1.49
H 2.66 1.46 3.14
C -0.64 6.42 0.45
O 0.62 5.89 0.90
C 1.33 5.19 0.03
O 1.13 5.06 -1.16
O 2.27 4.55 0.70
C 3.03 3.56 -0.01
H -1.27 5.76 -0.13
H -0.47 7.30 -0.19
H -1.05 6.79 1.38
H 2.35 2.93 -0.57
H 3.57 2.98 0.73
H 3.77 4.04 -0.65
C -1.69 8.41 -4.50
O -1.07 7.14 -4.45
C -1.46 6.22 -3.59
O -2.16 6.37 -2.64
O -0.92 5.08 -4.03
C -1.19 3.90 -3.31
H -1.58 8.77 -5.52
H -1.13 9.12 -3.88
H -2.73 8.41 -4.18
H -2.23 3.57 -3.37
H -0.80 3.95 -2.29
H -0.54 3.12 -3.71
C 5.48 -3.29 0.78
O 4.09 -3.17 1.12
C 3.79 -3.41 2.39
O 4.52 -3.91 3.19
O 2.54 -3.00 2.58
C 1.91 -3.32 3.80
H 5.58 -2.95 -0.24
H 5.81 -4.32 0.91
H 6.10 -2.68 1.44
H 1.93 -4.39 4.02
H 0.86 -3.04 3.75
H 2.36 -2.76 4.62
C -1.75 0.88 -1.44
O -0.63 0.12 -1.87
C 0.45 0.05 -1.12
O 0.71 0.81 -0.21
O 1.23 -0.94 -1.49
C 2.51 -1.14 -0.88
H -1.82 0.92 -0.35
H -2.63 0.36 -1.80
H -1.78 1.86 -1.92
H 3.17 -0.28 -0.91
H 2.96 -1.93 -1.48
H 2.33 -1.49 0.14
C -1.62 -2.06 -4.18
O -3.01 -2.23 -4.37
C -3.71 -2.37 -3.24
O -3.31 -2.19 -2.12
O -4.96 -2.74 -3.55
C -5.89 -2.72 -2.49
H -1.15 -2.60 -3.36
H -1.38 -1.02 -3.98
H -1.02 -2.40 -5.03
H -6.86 -3.08 -2.82
H -6.03 -1.73 -2.06
H -5.61 -3.41 -1.68
C -0.87 2.94 1.69
O -1.22 3.63 2.88
C -0.39 3.63 3.94
O 0.61 2.98 3.98
O -0.78 4.48 4.85
C -1.90 5.34 4.73
H -0.72 1.87 1.89
H 0.16 3.20 1.44
H -1.59 3.10 0.90
H -1.62 6.25 4.19
H -2.22 5.69 5.71
H -2.69 4.92 4.11
C 3.50 -8.51 -4.02
O 3.38 -7.86 -2.77
C 3.31 -6.54 -2.74
O 3.69 -5.78 -3.60
O 2.72 -6.19 -1.60
C 2.58 -4.81 -1.32
H 3.57 -9.58 -3.85
H 4.44 -8.31 -4.54
H 2.64 -8.29 -4.65
H 2.35 -4.21 -2.20
H 3.51 -4.42 -0.91
H 1.82 -4.60 -0.57
C -4.40 -0.81 0.51
O -4.23 0.46 1.08
C -4.18 0.57 2.41
O -4.28 -0.35 3.18
O -4.00 1.84 2.72
C -3.88 2.20 4.09
H -4.22 -0.70 -0.56
H -5.40 -1.23 0.53
H -3.67 -1.56 0.80
H -2.91 1.91 4.48
H -4.73 1.81 4.64
H -3.96 3.29 4.10
C 6.20 1.30 -3.76
O 6.44 -0.04 -4.17
C 5.98 -0.99 -3.35
O 5.52 -0.82 -2.26
O 6.19 -2.15 -3.96
C 5.85 -3.33 -3.24
H 5.11 1.40 -3.74
H 6.70 1.97 -4.45
H 6.54 1.55 -2.75
H 6.70 -3.72 -2.66
H 5.62 -4.10 -3.97
H 4.98 -3.20 -2.60
C -9.49 2.04 -2.29
O -8.69 3.20 -2.11
C -7.37 3.16 -2.13
O -6.66 4.08 -1.85
O -6.92 1.98 -2.63
C -5.55 1.68 -2.32
H -9.19 1.45 -3.16
H -10.53 2.35 -2.37
H -9.33 1.40 -1.42
H -4.92 2.37 -2.89
H -5.36 0.68 -2.71
H -5.45 1.64 -1.24
C -0.19 0.99 6.35
O -0.30 -0.43 6.45
C -0.51 -1.16 5.35
O -0.80 -2.31 5.39
O -0.32 -0.44 4.24
C -0.83 -1.01 3.03
H 0.87 1.21 6.23
H -0.41 1.35 7.36
H -0.83 1.44 5.60
H -1.88 -1.31 3.12
H -0.28 -1.87 2.67
H -0.78 -0.20 2.30
```

Results
Gap between HOMO and LUMO (Ha): 0.398
HOMO energy (eV): -10.57
LUMO energy (Ha): 0.0097


three.
The following is a DFT calculation (ωB97M-V/def2-TZVPD) of a cluster of 13 separate species, C39H78O39 in total.

```
156
C39H78O39 (ωB97M-V/def2-TZVPD)
C -2.86 -1.71 10.11
O -3.14 -1.88 8.74
C -2.79 -2.98 8.06
O -2.28 -4.01 8.52
O -3.10 -2.72 6.76
C -3.00 -3.65 5.72
H -2.83 -0.62 10.16
H -1.92 -2.18 10.41
H -3.76 -2.03 10.63
H -2.20 -4.39 5.72
H -2.94 -3.22 4.71
H -3.93 -4.19 5.57
C -1.73 7.88 1.51
O -1.14 8.84 0.62
C -1.51 8.96 -0.68
O -2.42 8.33 -1.23
O -0.60 9.79 -1.17
C -0.81 10.29 -2.53
H -2.33 7.14 0.98
H -2.32 8.52 2.17
H -0.96 7.27 1.98
H -1.83 10.54 -2.81
H -0.44 9.63 -3.31
H -0.24 11.21 -2.64
C -5.20 2.47 1.80
O -5.18 2.58 3.25
C -5.24 3.79 3.70
O -5.15 4.82 3.06
O -5.68 3.65 5.06
C -6.34 4.69 5.74
H -4.36 1.80 1.61
H -5.13 3.33 1.14
H -6.13 1.98 1.51
H -7.43 4.57 5.76
H -6.10 5.67 5.32
H -5.99 4.75 6.77
C 4.95 0.63 2.36
O 3.85 0.11 3.12
C 3.71 -1.27 3.23
O 4.60 -2.06 2.86
O 2.55 -1.51 3.69
C 2.16 -2.88 4.02
H 5.11 1.64 2.75
H 4.68 0.54 1.31
H 5.75 -0.10 2.47
H 1.13 -2.96 4.37
H 2.74 -3.42 4.77
H 2.17 -3.53 3.15
C 0.34 -1.95 -0.96
O 0.48 -0.65 -0.55
C -0.15 -0.19 0.57
O -0.95 -0.75 1.31
O 0.29 1.03 0.69
C 0.21 1.89 1.85
H 0.98 -2.17 -1.81
H -0.69 -2.05 -1.30
H 0.54 -2.68 -0.17
H 0.91 1.38 2.51
H -0.84 2.02 2.10
H 0.67 2.83 1.52
C -3.20 2.31 -3.05
O -3.63 1.04 -3.45
C -4.92 0.78 -4.00
O -5.88 1.52 -3.82
O -4.86 -0.21 -4.80
C -5.98 -0.68 -5.54
H -3.18 3.10 -3.81
H -2.18 2.30 -2.66
H -3.97 2.61 -2.34
H -6.88 -0.12 -5.31
H -6.31 -1.71 -5.66
H -5.79 -0.29 -6.54
C 5.12 5.29 5.70
O 5.19 6.58 6.17
C 6.28 7.25 6.32
O 7.38 6.77 6.19
O 6.02 8.51 6.64
C 7.03 9.54 6.52
H 6.06 5.00 5.25
H 4.26 5.00 5.10
H 4.84 4.67 6.56
H 6.57 10.38 6.00
H 7.97 9.32 6.01
H 7.34 9.73 7.55
C 3.20 6.36 -1.50
O 4.36 6.91 -0.90
C 4.94 6.31 0.13
O 4.55 5.24 0.71
O 5.98 7.00 0.45
C 7.06 6.39 1.08
H 2.97 7.07 -2.30
H 2.32 6.36 -0.85
H 3.40 5.33 -1.80
H 7.38 5.38 0.79
H 6.83 6.30 2.14
H 7.94 7.04 1.10
C 3.66 -3.22 -8.27
O 4.46 -4.10 -7.62
C 4.04 -4.50 -6.37
O 3.04 -4.12 -5.73
O 5.02 -5.38 -5.99
C 4.79 -6.21 -4.83
H 4.03 -2.69 -9.15
H 3.22 -2.45 -7.64
H 2.86 -3.80 -8.74
H 5.69 -6.72 -4.49
H 4.10 -7.01 -5.07
H 4.41 -5.65 -3.97
C -5.43 -3.15 -0.45
O -6.26 -3.62 -1.50
C -7.54 -3.27 -1.59
O -8.12 -2.51 -0.80
O -8.08 -3.85 -2.70
C -9.47 -3.65 -3.06
H -4.68 -3.89 -0.17
H -6.10 -3.05 0.40
H -5.00 -2.15 -0.58
H -9.89 -4.66 -2.99
H -9.41 -3.32 -4.09
H -10.06 -2.96 -2.46
C -4.16 -5.96 -5.02
O -3.80 -7.24 -5.43
C -4.78 -8.15 -5.32
O -6.01 -7.96 -5.27
O -4.14 -9.32 -5.29
C -4.81 -10.56 -5.01
H -4.58 -5.99 -4.02
H -4.87 -5.43 -5.65
H -3.31 -5.33 -4.77
H -4.33 -11.32 -5.62
H -5.87 -10.53 -5.27
H -4.79 -11.00 -4.01
C 0.37 -7.76 -3.31
O 0.79 -8.25 -2.08
C 0.38 -7.76 -0.89
O -0.47 -6.89 -0.74
O 1.05 -8.43 0.16
C 0.61 -8.20 1.54
H 1.12 -7.27 -3.93
H -0.44 -7.03 -3.31
H -0.16 -8.55 -3.83
H -0.43 -8.45 1.72
H 0.87 -7.18 1.83
H 1.26 -8.85 2.13
C 5.91 -0.95 -2.23
O 6.28 0.30 -2.92
C 7.24 1.03 -2.40
O 7.99 0.70 -1.45
O 7.31 2.15 -3.17
C 8.44 3.03 -2.85
H 6.76 -1.46 -1.77
H 5.58 -1.76 -2.88
H 5.25 -0.77 -1.38
H 8.07 3.84 -2.22
H 8.68 3.49 -3.80
H 9.28 2.55 -2.34
```

Results
Gap between HOMO and LUMO (Ha): 0.396
HOMO energy (eV): -10.61
LUMO energy (Ha): 0.0059


Verdict on stability: three comes out at the bottom.